{
  "formula": "C20H49ClO7S6Si2",
  "method": "the ωB97M-V functional and the def2-TZVPD basis",
  "elements": ["Cl", "S", "S", "S", "S", "S", "S", "Si", "Si", "O", "O", "O", "O", "O", "O", "O", "C", "C", "C", "C", "C", "C", "C", "C", "C", "C", "C", "C", "C", "C", "C", "C", "C", "C", "C", "C", "H", "H", "H", "H", "H", "H", "H", "H", "H", "H", "H", "H", "H", "H", "H", "H", "H", "H", "H", "H", "H", "H", "H", "H", "H", "H", "H", "H", "H", "H", "H", "H", "H", "H", "H", "H", "H", "H", "H", "H", "H", "H", "H", "H", "H", "H", "H", "H", "H"],
  "positions_angstrom": [[1.96877, 0.92859, 3.25530], [-2.01057, -1.79498, -6.03110], [-6.62331, 5.27091, 4.03747], [3.67903, -0.12838, -2.16192], [1.37983, 1.08436, 7.81413], [3.41452, -3.42945, -5.78577], [3.13674, -9.04719, -4.81202], [2.19908, 1.92088, 1.41235], [0.37004, 3.92647, 1.90698], [4.34067, -3.36666, -4.61259], [-0.65467, -2.02052, -6.59975], [1.35317, 2.03294, 8.95732], [2.52320, -7.69276, -4.79092], [-6.86839, 3.88633, 3.56007], [3.66879, 0.81821, -1.00505], [1.99723, 3.57382, 1.61043], [-2.34715, 4.78427, 2.92862], [-1.28711, 5.76254, 3.38815], [1.87214, -10.19509, -5.37424], [-6.26485, 5.17295, 5.79656], [0.17112, 5.18860, 3.30634], [5.10592, 0.27464, -3.17390], [-2.76801, -3.40990, -5.80715], [2.38723, -1.96604, -5.72004], [-1.79988, -1.44006, -4.28130], [2.82400, 1.48141, 6.82160], [-3.00136, 5.03745, 1.74862], [4.15443, -9.14645, -6.29050], [-2.67844, 3.64798, 3.64148], [-3.62394, 2.79889, 3.12761], [-3.95628, 4.18178, 1.24830], [4.31144, -1.69784, -1.56813], [2.11385, -4.59607, -5.38205], [-4.26896, 3.03867, 1.94216], [-8.22856, 6.06485, 4.21618], [2.00776, -0.48346, 8.43439], [-1.28545, 6.64344, 2.73624], [1.43425, -9.83449, -6.30537], [4.44438, -2.37506, -2.41526], [-7.04710, 4.60517, 6.30136], [2.15625, -1.17013, 7.60066], [-5.00844, 2.34203, 1.56688], [-2.95015, -3.83817, -6.79084], [-2.78937, 5.93319, 1.16905], [-8.10022, 7.04297, 4.68066], [5.25898, -1.53987, -1.05202], [-2.09528, -4.05800, -5.24444], [1.26965, -0.89690, 9.11891], [4.52576, -10.16464, -6.40761], [3.71071, 1.51590, 7.45560], [3.56818, -8.85379, -7.16200], [1.93451, -1.88281, -4.73122], [-6.19954, 6.17944, 6.21080], [4.94018, 1.25316, -3.62140], [-1.19039, -2.21680, -3.81817], [-1.29864, -0.47846, -4.18828], [-8.88383, 5.43996, 4.82371], [-0.24079, 2.67268, 2.40190], [3.58287, -2.11668, -0.87592], [0.88659, 6.00470, 3.15369], [-3.85740, 1.89172, 3.68143], [1.35345, -4.57209, -6.16379], [3.54614, 1.61425, 0.96909], [1.61355, -2.02015, -6.48388], [3.01907, -1.09780, -5.90577], [-2.13294, 3.47645, 4.56572], [4.99420, -8.46495, -6.16936], [0.39881, 4.71358, 4.26817], [2.54709, -5.59342, -5.32726], [1.10254, -10.25358, -4.60716], [-1.49415, 6.15231, 4.39133], [-3.71474, -3.29602, -5.27894], [6.00124, 0.30290, -2.55262], [-0.38300, 4.33857, 0.71310], [-5.30881, 4.66680, 5.91743], [5.21158, -0.47518, -3.95941], [-4.48542, 4.39159, 0.32397], [2.94599, 0.73159, 6.04046], [2.94698, -0.32056, 8.96370], [2.66530, 2.45577, 6.36401], [-2.77709, -1.38861, -3.80119], [1.67228, -4.33830, -4.41852], [2.31578, -11.18009, -5.52026], [1.25679, 1.40911, 0.40136], [-8.65784, 6.18752, 3.22380]],
  "atomic_forces_ev_per_a": [[-0.1, 0.2, -0.4], [-0.1, 0.1, 0.0], [0.2, 0.0, -0.1], [0.0, -0.1, -0.1], [-0.1, 0.0, -0.1], [-0.1, 0.0, 0.0], [0.1, -0.1, 0.1], [0.8, 0.4, -0.1], [0.0, 0.3, 0.9], [-0.1, 0.1, 0.1], [0.0, -0.1, 0.0], [0.1, 0.0, 0.0], [-0.1, -0.1, -0.1], [-0.2, 0.0, 0.1], [0.1, -0.2, -0.4], [-1.0, -0.9, 0.1], [0.5, 1.0, 0.3], [0.8, 0.2, -0.3], [-0.1, 0.0, -0.1], [0.0, 0.0, 0.1], [-0.4, 0.0, 0.0], [0.1, 0.1, -0.1], [0.0, -0.1, 0.0], [0.0, 0.2, 0.0], [0.1, 0.0, 0.1], [0.2, 0.0, 0.0], [-0.3, 0.7, -1.0], [0.0, 0.0, -0.1], [0.6, 0.5, 0.2], [-0.1, -1.4, 1.1], [-0.5, -0.1, -0.5], [0.1, -0.2, 0.0], [0.0, -0.1, 0.0], [-0.3, -0.2, -0.3], [-0.1, 0.0, 0.1], [0.1, -0.1, 0.0], [-0.3, -0.2, 0.0], [0.0, 0.1, 0.0], [-0.1, 0.1, 0.0], [0.0, 0.0, -0.1], [0.0, 0.0, 0.0], [0.0, 0.1, 0.1], [0.0, 0.1, 0.0], [0.2, 0.0, 0.2], [0.0, 0.0, 0.0], [0.0, 0.1, 0.0], [0.0, 0.0, 0.0], [0.0, 0.1, 0.0], [0.0, 0.0, 0.0], [-0.1, 0.0, 0.1], [0.0, 0.0, 0.0], [0.0, 0.0, 0.0], [0.0, 0.0, 0.0], [-0.1, 0.0, 0.0], [0.0, 0.0, -0.1], [0.0, 0.0, -0.1], [0.0, 0.0, 0.0], [0.0, -0.1, -0.2], [0.0, 0.1, 0.0], [-0.1, -0.1, 0.2], [0.0, 0.1, -0.1], [0.0, 0.1, 0.0], [0.2, 0.3, 0.4], [0.0, 0.0, 0.0], [0.1, -0.1, 0.0], [-0.3, -0.3, 0.0], [0.0, 0.0, 0.1], [0.2, -0.1, -0.3], [0.0, 0.1, 0.0], [0.1, 0.0, 0.0], [0.1, -0.2, 0.0], [0.0, 0.0, 0.0], [0.0, 0.0, 0.1], [0.3, 0.1, -0.2], [0.0, 0.0, -0.1], [-0.1, -0.1, 0.0], [0.2, 0.1, 0.0], [0.0, 0.0, 0.0], [0.0, 0.1, 0.0], [-0.1, 0.0, 0.0], [0.0, 0.0, 0.0], [0.1, 0.1, 0.0], [0.0, 0.0, 0.0], [-0.3, 0.0, 0.3], [0.1, 0.0, 0.0]],
  "homo_lumo_gap_ha": 0.336,
  "homo_energy_ev": -8.6,
  "spin_multiplicity": 1,
  "lumo_energy_ev": 0.51
}


{
  "formula": "C36H56AsMnN4O3Si",
  "method": "the ωB97M-V functional and the def2-TZVPD basis",
  "elements": ["As", "Mn", "Si", "O", "O", "O", "N", "N", "N", "N", "C", "C", "C", "C", "C", "C", "C", "C", "C", "C", "C", "C", "C", "C", "C", "C", "C", "C", "C", "C", "C", "C", "C", "C", "C", "C", "C", "C", "C", "C", "C", "C", "C", "C", "C", "C", "H", "H", "H", "H", "H", "H", "H", "H", "H", "H", "H", "H", "H", "H", "H", "H", "H", "H", "H", "H", "H", "H", "H", "H", "H", "H", "H", "H", "H", "H", "H", "H", "H", "H", "H", "H", "H", "H", "H", "H", "H", "H", "H", "H", "H", "H", "H", "H", "H", "H", "H", "H", "H", "H", "H", "H"],
  "positions_angstrom": [[1.49765, 0.16699, -1.76277], [-0.47360, 1.15798, -0.00133], [-0.40609, -1.16149, 2.45403], [-0.29876, -0.18953, 1.10903], [-2.11797, 0.29612, -0.86023], [-1.76950, 0.83816, -3.01801], [-0.81776, 2.83941, -1.12342], [1.07494, 2.44609, 0.86803], [-1.52874, 2.48873, 1.52053], [-3.61570, -0.70252, -3.98398], [3.88928, -1.41134, 4.28685], [-2.33096, 0.21417, -2.10834], [3.66324, -0.74492, 3.09194], [-3.37813, 1.04512, 5.33276], [-2.12975, 3.39325, -0.69271], [-0.92552, -3.87596, 2.98683], [5.76545, 0.23644, -4.17121], [-2.90074, 0.00212, 3.22044], [-2.15967, 3.62432, 0.81118], [-3.77707, 0.68630, 4.05099], [-3.35344, -2.05058, -4.61062], [-1.22842, 0.04302, 4.92967], [5.43474, -0.15662, -5.46021], [2.82590, -1.99997, 4.95755], [1.28858, -1.25161, 3.23254], [-0.02054, -3.28472, 0.72583], [4.79752, 0.77961, -3.33986], [2.43174, 1.50480, -2.88315], [2.99199, -0.79698, -0.99059], [1.01267, 3.80654, 0.27854], [-0.97219, -2.84868, 1.84869], [3.16840, 0.54894, -5.08388], [2.37553, -0.66961, 2.58052], [3.48697, 0.93462, -3.78440], [4.13488, 0.00496, -5.91694], [1.54381, -1.92166, 4.43423], [-2.40675, -2.70637, -3.62316], [-2.40270, -2.78567, 1.29916], [-2.10438, 0.71887, 5.77136], [-1.60368, -0.33400, 3.63683], [-2.96673, -2.27484, -2.26679], [-3.40225, -0.81969, -2.48794], [0.98224, -1.12580, -3.11218], [0.82736, 2.44517, 2.33011], [-0.61407, 2.87711, 2.61791], [0.32541, 3.78758, -1.08185], [1.00958, -3.37169, 1.07901], [-3.19282, 3.77098, 1.13216], [0.99995, 1.42994, 2.68204], [-3.13483, -2.67820, 2.10024], [-2.39514, -3.78655, -3.74847], [-0.23127, -0.18061, 5.28803], [5.07013, 1.10102, -2.34080], [-1.35478, -4.82452, 2.65217], [2.15862, 0.68895, -5.45387], [4.88956, -1.47479, 4.69378], [-0.31730, -4.26194, 0.33274], [-1.38956, -2.33837, -3.76567], [-1.79045, 0.99114, 6.77030], [1.98907, 2.03605, 0.70122], [-3.23772, -0.27655, 2.22691], [0.56752, -2.00455, -2.61797], [2.20249, -0.15568, 1.64385], [1.52745, 3.10538, 2.84906], [1.86763, -1.41274, -3.67770], [-0.67963, 3.95504, 2.76716], [-2.23607, 1.86949, 1.90453], [-0.93827, 2.41124, 3.54756], [-4.30655, -2.57470, -4.65798], [0.48691, 4.45432, 0.97469], [-4.06166, 1.56827, 5.98783], [-3.82539, -2.88813, -1.99451], [-4.53739, -0.34228, -4.22189], [-0.00542, 4.79123, -1.36094], [-2.64018, -3.71553, 0.77153], [1.02890, 3.45583, -1.84123], [2.01353, 4.22877, 0.16950], [3.87583, -0.28128, -6.92736], [-4.77607, 0.92570, 3.70907], [0.24198, -0.68887, -3.77961], [-4.32694, -0.56316, -1.97506], [-0.03036, -2.57014, -0.10470], [-1.62747, 4.53885, 1.06842], [-2.24128, -2.33783, -1.45882], [0.09662, -4.07836, 3.30816], [6.78142, 0.12999, -3.81592], [4.49267, -0.29099, 2.56352], [-1.50245, -3.54904, 3.85587], [2.61157, -1.66013, -0.44653], [-2.97034, -1.90636, -5.61718], [3.55585, -0.17123, -0.30138], [1.65310, 1.99382, -3.47287], [3.64616, -1.12102, -1.79851], [-2.91307, 0.00705, -4.27462], [6.19078, -0.57356, -6.11097], [2.99742, -2.52289, 5.88874], [-2.53859, -1.95235, 0.60289], [0.73384, -2.39518, 4.97732], [-2.34775, 4.31339, -1.24071], [-0.93650, 2.50947, -2.08269], [2.86228, 2.24752, -2.20702], [-2.87885, 2.65187, -0.96532]],
  "atomic_forces_ev_per_a": [[-0.1, 0.1, 0.0], [-0.1, 0.2, 0.2], [-0.1, 0.2, -0.1], [0.3, -0.3, 0.3], [0.1, 0.1, -0.2], [-0.1, 0.1, 0.0], [0.0, 0.1, 0.0], [0.0, 0.0, 0.1], [-0.1, -0.1, -0.1], [0.1, 0.2, 0.0], [0.0, 0.0, 0.0], [0.1, -0.3, 0.1], [0.0, 0.0, 0.0], [0.0, 0.0, 0.0], [0.0, 0.0, 0.0], [0.0, 0.0, 0.0], [0.0, 0.0, 0.0], [0.0, 0.0, 0.0], [0.0, 0.0, 0.0], [0.0, 0.0, 0.0], [0.0, 0.0, 0.0], [0.0, 0.0, 0.0], [0.0, 0.0, 0.0], [0.0, 0.0, 0.0], [0.1, 0.0, 0.0], [0.0, 0.0, 0.0], [0.0, 0.0, 0.0], [0.0, 0.0, -0.1], [0.0, 0.0, 0.0], [0.1, 0.0, 0.0], [0.0, -0.1, 0.0], [0.0, 0.0, 0.0], [0.1, -0.1, 0.0], [0.0, 0.0, 0.0], [0.0, 0.0, 0.0], [-0.1, 0.0, 0.0], [0.0, 0.0, 0.0], [0.0, 0.1, 0.0], [0.0, 0.0, 0.0], [-0.1, 0.1, 0.0], [0.1, 0.0, 0.0], [-0.2, 0.1, -0.1], [0.0, 0.0, 0.0], [0.0, 0.0, 0.0], [0.0, 0.0, 0.0], [0.0, 0.0, 0.0], [0.0, 0.0, 0.0], [0.0, 0.0, 0.0], [0.0, 0.1, 0.0], [0.0, 0.0, 0.0], [0.0, 0.0, 0.0], [0.0, 0.0, 0.0], [0.0, 0.0, 0.0], [0.0, 0.0, 0.0], [0.0, 0.0, 0.0], [0.0, 0.0, 0.0], [0.0, 0.0, 0.0], [-0.1, 0.0, 0.0], [0.0, 0.0, 0.0], [0.0, 0.0, 0.0], [0.0, 0.0, 0.0], [0.0, 0.0, 0.0], [0.0, 0.0, -0.1], [0.0, 0.0, 0.0], [0.0, 0.0, 0.0], [0.0, 0.0, 0.0], [-0.1, 0.0, 0.0], [0.0, 0.0, 0.0], [0.0, 0.0, 0.0], [0.0, 0.0, 0.0], [0.0, 0.0, 0.0], [0.0, 0.0, 0.0], [0.0, 0.0, 0.0], [0.0, 0.0, 0.0], [0.0, 0.0, 0.0], [0.0, 0.0, 0.0], [0.0, 0.0, 0.0], [0.0, 0.0, 0.0], [0.0, 0.0, 0.0], [0.0, 0.0, 0.0], [0.0, -0.1, 0.0], [0.0, 0.0, 0.0], [0.0, 0.0, 0.0], [0.0, 0.0, 0.0], [0.0, 0.0, 0.0], [0.0, 0.0, 0.0], [0.0, 0.0, 0.0], [0.0, 0.0, 0.0], [0.0, 0.0, 0.0], [0.0, 0.0, 0.0], [0.0, 0.0, 0.0], [0.0, 0.0, 0.0], [0.0, 0.0, 0.0], [0.0, -0.1, 0.0], [0.0, 0.0, 0.0], [0.0, 0.0, 0.0], [0.0, 0.0, 0.0], [0.0, 0.0, 0.0], [0.0, 0.0, 0.0], [0.0, 0.0, 0.0], [0.0, 0.0, 0.0], [0.0, 0.0, 0.0]],
  "homo_lumo_gap_ha": [0.260, 0.311],
  "homo_energy_ev": [-13.0, -13.1],
  "total_charge": 2,
  "spin_multiplicity": 5,
  "lumo_energy_ev": [-5.95, -4.65],
  "relative_energy_kcal_mol": 1.9
}


{
  "formula": "C5H6S",
  "method": "the ωB97M-V functional and the def2-TZVPD basis",
  "elements": ["S", "C", "C", "C", "C", "C", "H", "H", "H", "H", "H", "H"],
  "positions_angstrom": [[1.71459, 1.17248, 0.46369], [-0.18959, -0.56662, -0.51415], [-2.74313, 0.75705, -0.41786], [0.44630, 0.05169, 0.67479], [0.06761, -2.13140, -0.40362], [-1.75871, -0.17843, -0.39645], [-0.69109, -2.73109, -0.98844], [-3.44429, 1.99064, -0.08250], [0.12468, -0.51302, 1.65717], [0.26213, -0.40238, -1.57361], [0.33235, -2.37674, 0.86358], [1.04792, -2.32089, -0.95160]],
  "atomic_forces_ev_per_a": [[-2.6, -2.2, 1.0], [-2.2, -2.0, -1.5], [5.0, -2.2, 1.4], [2.5, 1.2, 0.3], [1.6, -0.1, 1.9], [-4.4, 6.9, -0.5], [0.5, 0.5, 1.4], [2.4, -5.0, -1.3], [0.7, 1.7, -1.7], [-1.1, 0.9, 2.0], [-1.3, 0.1, -4.0], [-1.0, 0.2, 0.9]],
  "homo_lumo_gap_ha": 0.295,
  "homo_energy_ev": -9.0,
  "spin_multiplicity": 1,
  "lumo_energy_ev": -0.92,
  "relative_energy_kcal_mol": 148.7
}


{
  "formula": "C6H11N2O6P",
  "method": "the ωB97M-V functional and the def2-TZVPD basis",
  "elements": ["P", "O", "O", "O", "O", "O", "O", "N", "N", "C", "C", "C", "C", "C", "C", "H", "H", "H", "H", "H", "H", "H", "H", "H", "H", "H"],
  "positions_angstrom": [[-0.74479, -2.03618, 0.18786], [2.19232, -1.27130, -1.13588], [2.97902, -1.83601, 0.84956], [0.18278, 0.35564, -2.23753], [-1.28049, -0.95102, -1.09758], [-1.79578, -1.87023, 1.27656], [-0.53156, -3.43194, -0.33092], [0.36991, 0.24665, 0.13122], [-2.45914, 1.69174, -2.02226], [1.35708, 1.24037, 0.21289], [2.12794, -1.40760, 0.10092], [-0.59260, 0.22684, -1.07291], [0.40375, -0.55074, 3.13864], [-1.62113, 1.45646, -0.83707], [0.74355, -0.97027, 0.40786], [-3.11192, 0.83591, -2.10552], [0.38538, 0.48617, 2.89059], [0.94797, 2.29853, -0.20261], [1.60807, 1.49315, 1.25698], [-2.36803, 1.19879, -0.07679], [0.97141, -0.21398, -2.07795], [2.22390, 1.10760, -0.24014], [-0.95850, 2.35118, -0.66915], [1.37276, -1.16545, 3.07778], [-0.51531, -0.97992, 3.44646], [-1.88657, 1.69560, -2.87101]],
  "atomic_forces_ev_per_a": [[-1.6, -0.7, 0.7], [1.0, 0.4, -2.5], [1.0, -0.4, 1.6], [-0.4, 0.9, 0.0], [0.5, -0.6, 1.0], [1.1, 0.2, -1.0], [0.3, 1.2, 0.0], [-2.1, 2.1, -2.0], [-1.3, -1.3, -0.6], [-4.0, 5.2, 1.7], [-0.7, -0.3, -0.6], [-0.4, 1.5, 1.1], [2.4, -1.3, -0.5], [1.5, -0.8, -1.8], [-1.1, -3.7, 3.3], [1.5, 1.7, 0.0], [0.2, 0.5, -0.2], [0.8, -2.4, 0.7], [-0.3, -0.4, 0.0], [1.0, 0.1, 0.5], [0.0, -0.3, 0.2], [3.9, -1.2, -2.5], [-1.1, -0.7, 0.2], [-1.7, 1.2, 0.3], [-0.5, -0.6, 0.0], [-0.1, -0.2, 0.4]],
  "homo_lumo_gap_ha": [0.255, 0.189],
  "homo_energy_ev": [-1.0, 0.8],
  "total_charge": -2,
  "spin_multiplicity": 1,
  "lumo_energy_ev": [5.99, 5.98],
  "relative_energy_kcal_mol": 79.5
}


| no. | M (g/mol) |
| --- | --- |
| 1 | 685.6 |
| 2 | 750.8 |
| 3 | 98.2 |
| 4 | 238.1 |